# 1
Below is the molecule C4H8N2S2, with properties calculated with wB97M-V/def2-TZVPD.

Structure (XYZ):
```
16
Properties=species:S:1:pos:R:3:forces:R:3:lowdin_charge:R:1
S 2.903410 -1.448718 -0.387124 -0.21 0.24 1.61 0.79
S -2.345655 -1.857707 0.380785 0.19 0.20 -0.17 0.67
N -0.558395 0.079695 0.084913 0.37 0.30 -0.21 0.03
N 1.705535 -0.282839 -0.094135 -0.70 0.72 -0.43 -0.57
C -2.721131 0.632922 -0.646624 -2.25 0.28 0.05 -0.13
C 0.398870 -0.653476 -0.315844 0.74 0.36 0.64 -0.28
C -1.827183 -0.367830 -0.095235 0.01 -1.19 0.78 -0.91
C 1.981123 0.986289 0.668566 2.63 -2.14 1.09 -0.09
H 2.878805 -1.868126 0.940387 0.40 -0.14 -1.07 -0.09
H 1.123376 1.621618 0.600648 -0.30 0.31 0.13 0.05
H 2.271457 0.664807 1.765231 -1.00 0.82 -1.85 0.11
H -2.458970 0.931022 -1.638268 0.60 0.36 -0.67 0.07
H -3.730676 0.201450 -0.730854 0.29 0.33 0.19 0.07
H -2.749979 1.511714 0.003513 0.06 -0.01 -0.14 0.09
H 2.940169 1.446308 0.284993 -1.29 -0.41 0.09 0.09
H 0.189248 -1.597126 -0.820948 0.46 -0.03 -0.05 0.10
```
Positions in Å, forces in eV/Å.

The value obtained for the highest occupied orbital energy is -8.3 eV. Its energy above the lowest of the compared OMol25 structures with the same formula, charge and spin is 27.4 kcal/mol. As for the gap between HOMO and LUMO: 8.5 eV. For the largest force on an atom, the calculation gives 3.565 eV Å⁻¹. As for the total energy: -28927.1195 eV. The value obtained for the LUMO energy is 0.19 eV.


# 2
Below is a cluster of 2 separate species, C4H8N2S2 in total, with properties calculated with wB97M-V/def2-TZVPD.

Structure (XYZ):
```
16
Properties=species:S:1:pos:R:3:forces:R:3:lowdin_charge:R:1
S -2.498943 2.400576 -0.511052 -0.30 0.91 -0.95 0.67
S 1.232429 -2.021671 -1.038342 -0.07 -1.57 0.01 0.50
N 1.238075 -0.372871 -1.053334 -0.84 1.37 -0.46 -0.74
N -1.932810 0.364905 1.231149 -0.42 1.28 -1.21 0.00
C 2.369849 0.252654 -0.392495 0.63 0.52 0.33 -0.13
C 0.321334 0.369592 -1.589876 0.39 -0.35 0.22 -0.04
C -2.193998 1.182730 0.413649 0.55 -1.30 1.72 -0.82
C -1.654757 -0.924300 1.704203 0.17 -0.69 0.46 -0.09
H 2.437488 -0.133004 0.622386 -0.06 -0.01 -0.05 0.08
H 3.289929 -0.011742 -0.913118 -0.16 -0.09 -0.04 0.09
H -2.149364 -1.054940 2.668219 0.08 -0.13 -0.05 0.09
H -0.513693 -0.105267 -2.075394 -0.03 -0.15 -0.03 0.08
H -2.005661 -1.686863 1.008351 0.04 0.02 0.00 0.09
H 0.372622 1.439703 -1.539987 0.18 0.27 0.08 0.07
H -0.577578 -1.034603 1.841789 -0.06 -0.12 -0.01 0.08
H 2.265078 1.335100 -0.376149 -0.09 0.04 -0.02 0.09
```
Positions in Å, forces in eV/Å.

The value obtained for the highest occupied orbital energy (alpha / beta) is -8.1 / -8.1 eV. Its energy above the lowest of the compared OMol25 structures with the same formula, charge and spin is 42.0 kcal/mol. As for the gap between HOMO and LUMO (alpha / beta): 8.1 / 8.1 eV. For the largest force on an atom, the calculation gives 2.221 eV Å⁻¹. As for the total energy: -28926.4853 eV. The value obtained for the LUMO energy (alpha / beta) is 0.03 / 0.03 eV.


# 3
Below is the molecule C4H8N2S2, with properties calculated with wB97M-V/def2-TZVPD.

Structure (XYZ):
```
16
Properties=species:S:1:pos:R:3:forces:R:3:lowdin_charge:R:1
S -0.461544 1.834942 0.484592 -1.77 0.84 -0.05 0.80
S -2.299117 -0.533490 0.618922 0.46 -1.20 -0.91 0.76
N 1.532039 -0.354690 1.308191 -0.03 0.65 -2.12 0.08
N -1.159307 -1.759782 -0.074385 1.96 1.84 0.49 -0.26
C 0.129520 -1.546583 -0.268764 -3.72 -4.25 -0.07 -0.24
C 1.027918 -0.430326 -0.105563 4.37 0.48 -0.80 -0.49
C -2.054875 1.073434 -0.175083 5.63 -2.98 -2.18 -0.74
C 0.769232 0.956725 -0.478685 -1.00 2.72 0.77 -0.52
H -2.954051 1.556443 -0.193645 -2.02 1.81 0.24 -0.02
H 0.663359 -2.618614 -0.471852 -1.09 2.67 0.23 0.16
H 1.623597 -1.273860 1.621873 0.34 -1.77 0.97 0.05
H 1.561340 1.718617 -0.322704 0.52 -1.27 0.65 0.09
H 1.851036 -0.642365 -0.933751 -0.73 -0.10 2.14 0.17
H -1.655069 0.849832 -1.274949 -1.52 0.45 2.03 0.08
H 0.731326 0.041419 1.766858 -0.32 0.25 0.76 0.02
H 0.694593 1.128301 -1.501051 -1.09 -0.12 -2.13 0.06
```
Positions in Å, forces in eV/Å.

The value obtained for the highest occupied orbital energy is -8.4 eV. Its energy above the lowest of the compared OMol25 structures with the same formula, charge and spin is 65.8 kcal/mol. As for the gap between HOMO and LUMO: 8.9 eV. For the largest force on an atom, the calculation gives 6.731 eV Å⁻¹. As for the total energy: -28925.4558 eV. The value obtained for the LUMO energy is 0.47 eV.


# 4
Below is the molecule C4H8N2S2, with properties calculated with wB97M-V/def2-TZVPD.

Structure (XYZ):
```
16
Properties=species:S:1:pos:R:3:forces:R:3:lowdin_charge:R:1
S 0.962171 -0.984978 -0.371192 -0.29 0.18 0.18 0.90
S -1.843174 -1.547582 -0.019563 0.32 0.21 0.06 0.65
N -0.533724 1.963789 0.290892 -0.87 0.01 -0.13 -0.12
N 1.970225 0.260001 0.217311 0.44 -0.22 -0.23 -0.35
C 3.215314 0.136409 -0.018785 0.11 0.69 0.58 -0.15
C -0.721249 0.763601 1.070017 0.56 -0.18 -0.39 -0.33
C -0.597537 -0.545400 0.290008 0.10 -0.07 -0.10 -1.12
C -1.427425 2.096041 -0.854779 -0.56 -0.38 0.18 -0.13
H -1.689360 0.755622 1.518658 -0.87 0.05 0.15 0.09
H -1.319328 1.306305 -1.622099 0.03 0.15 0.21 0.07
H -2.488016 2.073509 -0.518987 0.66 0.06 -0.14 0.09
H 3.675086 -0.716396 -0.527596 -0.09 0.10 -0.02 0.06
H 0.414372 2.067485 0.000297 0.63 -0.06 -0.03 0.07
H -1.236162 3.051787 -1.324179 -0.04 0.22 -0.13 0.07
H -0.016990 0.769194 1.887692 0.42 -0.08 0.19 0.11
H 3.886308 0.943007 0.362107 -0.55 -0.69 -0.38 0.08
```
Positions in Å, forces in eV/Å.

The value obtained for the highest occupied orbital energy is -8.5 eV. Its energy above the lowest of the compared OMol25 structures with the same formula, charge and spin is 34.5 kcal/mol. As for the gap between HOMO and LUMO: 8.3 eV. For the largest force on an atom, the calculation gives 0.960 eV Å⁻¹. As for the total energy: -28926.8115 eV. The value obtained for the LUMO energy is -0.25 eV.


# 5
Below is the molecule C4H8N2Si, with properties calculated with wB97M-V/def2-TZVPD.

Structure (XYZ):
```
15
Properties=species:S:1:pos:R:3:forces:R:3:lowdin_charge:R:1
Si 1.806701 0.710964 0.501441 -0.36 0.71 0.17 0.63
N -1.041242 -0.258404 -1.029413 -0.57 -3.23 -1.81 0.04
N 0.110705 0.353310 0.754084 -1.26 -0.81 1.27 -0.22
C -0.949381 1.297286 0.509330 0.10 0.13 -0.85 -0.14
C 0.230908 -2.014780 -0.019858 -0.62 -2.45 0.61 -0.02
C -0.236559 -0.772292 -0.043414 0.67 1.28 -0.05 -0.54
C -1.589039 0.918805 -0.618142 -0.76 1.13 1.08 -0.13
H -1.205562 2.112873 1.171692 0.44 -0.04 -0.18 0.10
H -0.340781 -2.813740 -0.611559 1.26 1.35 0.62 0.07
H -2.444918 1.354216 -1.118990 0.21 -0.03 0.17 0.11
H -1.443222 -1.025096 -1.623996 0.07 1.88 0.63 0.17
H 0.769861 -2.384168 0.869214 -0.23 0.32 -0.71 0.05
H 1.598860 0.590857 -0.965574 1.40 0.09 -0.11 -0.03
H 2.043250 2.156435 0.923656 0.01 -0.78 -0.18 -0.07
H 2.690422 -0.226271 1.301531 -0.35 0.44 -0.67 -0.06
```
Positions in Å, forces in eV/Å.

The value obtained for the highest occupied orbital energy is -7.1 eV. Its energy above the lowest of the compared OMol25 structures with the same formula, charge and spin is 28.3 kcal/mol. As for the gap between HOMO and LUMO: 8.1 eV. For the largest force on an atom, the calculation gives 3.745 eV Å⁻¹. As for the total energy: -15133.5194 eV. The value obtained for the LUMO energy is 1.00 eV.


# 6
Below is a cluster of 2 separate species, C4H8N3 in total, with properties calculated with wB97M-V/def2-TZVPD.

Structure (XYZ):
```
15
Properties=species:S:1:pos:R:3:forces:R:3:lowdin_charge:R:1
N -2.619466 0.232502 -0.282499 0.21 -0.06 -0.43 0.10
N 1.502108 0.108754 0.277018 -1.06 -0.74 1.17 0.19
N -0.478676 0.636693 0.260957 0.66 0.11 0.99 0.29
C -0.085837 -1.766336 -0.044204 -0.17 -0.40 -0.11 0.03
C -3.645537 0.437292 0.166421 -0.35 -0.01 0.00 0.04
C 2.397405 1.053625 -0.166691 0.88 0.95 -0.95 -0.06
C 0.315632 -0.360586 0.051646 0.14 -0.49 -0.66 -0.46
H 2.636216 1.789482 0.607297 -0.04 -0.09 0.00 0.12
H -0.157885 -2.197006 0.954376 0.03 0.06 0.09 0.12
H -1.066561 -1.824348 -0.508938 0.03 -0.02 -0.03 0.08
H -0.301244 1.624749 0.177239 0.13 0.42 -0.42 0.13
H -4.625088 0.601577 0.537795 -0.34 0.09 0.20 0.08
H 3.332913 0.479636 -0.298986 -0.06 0.11 0.03 0.14
H 0.647944 -2.338004 -0.606376 0.03 0.02 -0.04 0.10
H 2.148078 1.521967 -1.125052 -0.09 0.06 0.15 0.11
```
Positions in Å, forces in eV/Å.

The value obtained for the highest occupied orbital energy (alpha / beta) is -14.9 / -14.9 eV. Its energy above the lowest of the compared OMol25 structures with the same formula, charge and spin is 155.0 kcal/mol. As for the gap between HOMO and LUMO (alpha / beta): 7.9 / 7.9 eV. As for the total charge: +1. For the largest force on an atom, the calculation gives 1.747 eV Å⁻¹. As for the total energy: -8736.0584 eV. The value obtained for the LUMO energy (alpha / beta) is -6.92 / -6.92 eV.


# 7
Below is a structure of composition C4H8N3, with properties calculated with wB97M-V/def2-TZVPD.

Structure (XYZ):
```
15
Properties=species:S:1:pos:R:3:forces:R:3:lowdin_charge:R:1
N 2.155442 0.669591 -0.551416 2.82 2.23 -2.19 0.15
N 2.009572 -0.194579 0.540473 0.44 -1.82 4.25 0.07
N -0.906666 1.839023 -0.253072 -1.21 -0.99 -0.39 0.24
C -1.010321 -0.571036 0.374708 -1.10 2.45 0.37 -0.04
C 0.962279 0.295191 -0.263045 -1.31 -1.17 -0.13 -0.51
C -0.076074 -0.832691 -0.804227 -1.22 0.14 -1.11 -0.02
C -0.292985 0.823106 0.280060 -1.57 -1.34 0.03 -0.14
H -2.091099 -0.360404 0.184906 0.81 -0.85 0.08 0.13
H 0.436852 -1.759442 -0.748749 0.48 -0.89 -0.07 0.11
H -1.876881 1.625048 -0.531655 0.43 0.93 0.49 0.16
H -0.547468 -0.695931 -1.842108 0.88 0.17 1.69 0.17
H 2.085190 0.073347 1.566182 0.03 0.62 -1.45 0.21
H -0.408805 2.468764 -0.850255 0.35 0.65 -0.08 0.15
H 2.268970 -1.179804 0.519359 0.06 -0.11 -0.83 0.17
H -0.867471 -1.085193 1.336496 0.13 -0.01 -0.66 0.13
```
Positions in Å, forces in eV/Å.

The value obtained for the highest occupied orbital energy is -13.2 eV. Its energy above the lowest of the compared OMol25 structures with the same formula, charge and spin is 150.2 kcal/mol. As for the gap between HOMO and LUMO: 8.4 eV. As for the total charge: +1. For the largest force on an atom, the calculation gives 4.642 eV Å⁻¹. As for the total energy: -8736.2684 eV. The value obtained for the LUMO energy is -4.83 eV.


# 8
Below is the ion C4H8N3 with charge +1, with properties calculated with wB97M-V/def2-TZVPD.

Structure (XYZ):
```
15
Properties=species:S:1:pos:R:3:forces:R:3:lowdin_charge:R:1
N -1.971009 0.410968 0.980882 -1.99 0.55 0.22 0.22
N -2.526795 -0.316625 -1.149882 0.76 0.81 1.78 0.19
N -0.884883 0.323250 0.569475 -0.01 -0.87 0.86 0.06
C -2.957088 0.161326 -0.074333 -0.39 -0.62 -0.43 -0.15
C 1.112432 -1.012959 0.848909 1.71 -0.29 0.09 0.01
C 1.114371 1.529060 0.047074 0.50 -1.38 -0.88 0.04
C 0.300384 0.172767 0.442502 4.90 2.79 -0.88 -0.24
H -3.170272 -0.463146 -1.875994 -1.38 -0.31 -1.04 0.07
H 0.618959 2.225222 -0.708515 0.42 -1.25 1.09 0.11
H -3.915279 0.407321 0.363435 -0.50 -0.04 -0.68 0.13
H 2.094444 1.086605 -0.399414 -1.63 1.23 0.87 0.12
H 1.276184 2.066490 1.011976 0.10 -0.48 -0.78 0.10
H 1.386388 -1.646683 -0.038814 -0.94 0.14 0.94 0.13
H 2.162560 -0.706941 1.183123 -1.56 0.26 -0.37 0.12
H 0.658802 -1.471474 1.738990 0.00 -0.52 -0.77 0.10
```
Positions in Å, forces in eV/Å.

The value obtained for the highest occupied orbital energy is -15.6 eV. Its energy above the lowest of the compared OMol25 structures with the same formula, charge and spin is 120.0 kcal/mol. As for the gap between HOMO and LUMO: 9.7 eV. As for the total charge: +1. For the largest force on an atom, the calculation gives 5.708 eV Å⁻¹. As for the total energy: -8737.5761 eV. The value obtained for the LUMO energy is -5.87 eV.


# 9
Below is the ion C4H8N3O with charge +1, with properties calculated with wB97M-V/def2-TZVPD.

Structure (XYZ):
```
16
Properties=species:S:1:pos:R:3:forces:R:3:lowdin_charge:R:1
O -1.910938 -1.579084 0.571360 -0.44 -1.33 0.24 0.36
N 0.824656 -0.450947 -0.484357 -0.90 -0.62 0.66 -0.13
N 1.441192 -1.606924 0.143376 2.25 -1.85 1.14 0.02
N 0.219323 1.645625 0.568936 1.07 -0.47 -0.09 0.09
C -1.948642 -0.649181 -0.040817 1.09 -0.04 1.16 -0.05
C -1.915594 0.620514 -0.566965 1.65 -0.16 -0.68 -0.04
C -0.981956 1.569155 0.333690 -0.05 -1.26 -0.42 -0.10
C 1.298780 0.776168 0.052918 0.35 1.56 -1.42 -0.30
H 1.837910 -1.745676 1.187932 -1.65 1.10 -1.99 0.22
H 1.763658 1.458095 -0.775290 -0.66 -1.03 1.19 0.15
H 2.296887 -1.812372 -0.368889 0.62 0.35 -0.20 0.14
H 0.977911 -2.508158 -0.083570 -0.71 0.96 0.40 0.15
H -1.427057 0.437270 -1.493591 0.59 0.15 -1.30 0.14
H -2.892848 0.963520 -0.746759 -1.31 0.87 0.01 0.14
H 2.076242 0.772193 0.834607 -0.29 -0.38 -0.10 0.11
H -1.659524 2.109805 0.867416 -1.60 2.16 1.41 0.09
```
Positions in Å, forces in eV/Å.

The value obtained for the highest occupied orbital energy (alpha / beta) is -11.9 / -11.9 eV. Its energy above the lowest of the compared OMol25 structures with the same formula, charge and spin is 159.5 kcal/mol. As for the gap between HOMO and LUMO (alpha / beta): 7.4 / 7.4 eV. As for the total charge: +1. For the largest force on an atom, the calculation gives 3.126 eV Å⁻¹. As for the total energy: -10783.3840 eV. The value obtained for the LUMO energy (alpha / beta) is -4.46 / -4.46 eV.


# 10
Below is a cluster of 2 separate species, C4H8N3O in total, with properties calculated with wB97M-V/def2-TZVPD.

Structure (XYZ):
```
16
Properties=species:S:1:pos:R:3:forces:R:3:lowdin_charge:R:1
O -0.777329 1.598267 -0.541360 -0.83 0.78 -0.60 0.08
N 0.461577 0.120119 0.178523 1.58 -0.87 2.35 0.02
N 0.420570 1.348056 -0.085416 1.22 0.45 -0.13 0.10
N 1.916977 -0.544222 1.316174 -2.39 -0.13 -1.55 0.18
C 2.854109 -1.066899 0.404141 1.98 1.78 1.31 -0.12
C -1.556678 0.484716 -0.540429 0.31 1.03 1.75 -0.22
C -2.987967 0.782141 -0.783661 -2.55 -3.70 0.07 0.01
C -0.752049 -0.460535 0.034635 -0.83 0.48 -1.71 0.02
H 3.355281 -0.273713 -0.205680 -0.26 -0.96 0.26 0.12
H 3.598216 -1.426320 1.219009 -0.65 0.17 -1.16 0.17
H -0.974660 -1.472026 0.045131 0.05 -1.73 0.66 0.12
H 2.439920 -1.860586 -0.113826 -0.33 -1.73 -1.07 0.07
H 2.286886 0.351599 1.564225 -0.21 1.38 0.48 0.09
H -3.520291 -0.101447 -1.418520 1.44 2.28 1.15 0.16
H -3.657621 0.786933 0.154662 1.53 -0.03 -1.02 0.13
H -3.106941 1.733918 -1.227608 -0.04 0.80 -0.79 0.07
```
Positions in Å, forces in eV/Å.

The value obtained for the highest occupied orbital energy is -14.9 eV. Its energy above the lowest of the compared OMol25 structures with the same formula, charge and spin is 164.0 kcal/mol. As for the gap between HOMO and LUMO: 9.0 eV. As for the total charge: +1. For the largest force on an atom, the calculation gives 4.499 eV Å⁻¹. As for the total energy: -10783.1872 eV. The value obtained for the LUMO energy is -5.96 eV.